Record 1
The following is a DFT calculation (the ωB97M-V functional and the def2-TZVPD basis) of an isolated molecule of C3H3Cl3S.

The energy relative to the best compared isomer or geometry (same formula, charge and spin) comes out at 31.8 kJ/mol. The total charge is 0. As for the SMILES: S=C[C@@H](Cl)C(Cl)Cl. Its LUMO energy is -0.788 eV. The value obtained for the electronic energy is -1894.8209 hartree.

CARTESIAN COORDINATES (ANGSTROEM)
1 S -1.1312 -2.1718 -1.3653
2 C -0.0293 -1.1877 -0.7878
3 C -0.3647 -0.2707 0.6292
4 Cl 0.9190 -0.7121 1.7275
5 C -0.4277 1.2521 0.3106
6 Cl -1.7003 1.4843 -0.9220
7 Cl -0.7628 2.2106 1.8440
8 H 1.0467 -0.8529 -1.0749
9 H -1.3216 -0.5040 0.9683
10 H 0.6101 1.5729 -0.1080

Record 2
The following is a DFT calculation (the ωB97M-V functional and the def2-TZVPD basis) of a cluster of 2 separate species, C3H3Cl3S in total.

The energy relative to the best compared isomer or geometry (same formula, charge and spin) comes out at 296.8 kJ/mol. The total charge is 0. Its LUMO energy (alpha / beta) is -0.464 / -0.872 eV. The value obtained for the electronic energy is -1894.7200 hartree.

CARTESIAN COORDINATES (ANGSTROEM)
1 C 2.0577 0.1157 -0.0949
2 C -0.6240 -0.7004 -0.4912
3 C -1.0006 0.4571 0.3053
4 S 2.4026 1.1036 1.0199
5 Cl -0.6324 -2.2349 0.3484
6 Cl -0.5768 1.9896 -0.5072
7 Cl -2.8523 0.3958 0.4040
8 H 2.5395 -0.7156 -0.6073
9 H -0.7160 -0.7462 -1.6254
10 H -0.5977 0.3353 1.2484

Record 3
The following is a DFT calculation (the ωB97M-V functional and the def2-TZVPD basis) of an isolated molecule of C3H3ClN2.

The energy relative to the best compared isomer or geometry (same formula, charge and spin) comes out at 162.6 kJ/mol. The total charge is 0. As for the SMILES: ClC1=NCN=C1. Its LUMO energy is -0.220 eV. The value obtained for the electronic energy is -685.7535 hartree.

CARTESIAN COORDINATES (ANGSTROEM)
1 Cl 1.0956 -2.6240 2.1704
2 C 0.5679 -1.3781 1.1789
3 N -0.1130 -0.1748 1.6407
4 C -0.3419 0.4680 0.4070
5 N 0.1757 -0.1890 -0.7327
6 C 0.6860 -1.2782 -0.2581
7 H 0.2621 1.3325 0.3767
8 H -1.3849 0.6514 0.5386
9 H 1.1371 -1.9074 -0.9965

Record 4
The following is a DFT calculation (the ωB97M-V functional and the def2-TZVPD basis) of an isolated molecule of C3H3ClN2.

The energy relative to the best compared isomer or geometry (same formula, charge and spin) comes out at 47.5 kJ/mol. The total charge is 0. As for the SMILES: Clc1ncc[nH]1. Its LUMO energy is 0.753 eV. The value obtained for the electronic energy is -685.7973 hartree.

CARTESIAN COORDINATES (ANGSTROEM)
1 Cl -2.4942 0.7125 0.9502
2 C -1.0162 0.4222 0.2419
3 N -0.2544 1.4010 -0.1684
4 C 0.9808 0.7873 -0.4017
5 C 0.8681 -0.6628 -0.2885
6 N -0.4517 -0.8231 0.2034
7 H 1.9021 1.3542 -0.7254
8 H 1.5566 -1.4953 -0.1168
9 H -1.0911 -1.6959 0.3053

Record 5
The following is a DFT calculation (the ωB97M-V functional and the def2-TZVPD basis) of a cluster of 2 separate species, C3H3ClN2OS in total.

The energy relative to the best compared isomer or geometry (same formula, charge and spin) comes out at 435.5 kJ/mol. The total charge is 0. Its LUMO energy is -0.943 eV. The value obtained for the electronic energy is -1159.0744 hartree.

CARTESIAN COORDINATES (ANGSTROEM)
1 C -0.5127 -0.1261 -0.9197
2 C 0.8086 0.7299 0.6119
3 C 0.1743 1.0565 -0.6060
4 H -1.4749 0.4519 -2.6086
5 H -0.0802 -2.5901 2.4578
6 H 1.4387 1.4121 1.2025
7 N -0.1086 -1.1903 -0.0773
8 N 0.7005 -0.5628 0.7848
9 O -1.6391 -0.3914 -1.7678
10 S 1.3315 -1.4918 2.0348
11 Cl -0.6380 2.7021 -1.1123

Record 6
The following is a DFT calculation (the ωB97M-V functional and the def2-TZVPD basis) of an isolated molecule of C3H3ClN2S.

The energy relative to the best compared isomer or geometry (same formula, charge and spin) comes out at 451.0 kJ/mol. The total charge is 0. Its LUMO energy (alpha / beta) is -1.879 / -1.834 eV. The value obtained for the electronic energy is -1083.8348 hartree.

CARTESIAN COORDINATES (ANGSTROEM)
1 C -0.8393 0.0377 -0.4058
2 C -0.4314 1.3344 -0.4497
3 C -0.1428 -1.0188 0.1237
4 N 1.6629 0.4104 0.6594
5 N 1.0578 -0.6896 0.7455
6 S -0.4718 -2.6646 -0.0785
7 Cl -0.9895 2.7026 -1.1775
8 H -1.8584 -0.0945 -0.7469
9 H 0.4157 1.3768 0.1701
10 H 1.5968 -1.3942 1.1597

Record 7
The following is a DFT calculation (the ωB97M-V functional and the def2-TZVPD basis) of a structure of composition C3H3ClN2S.

The energy relative to the best compared isomer or geometry (same formula, charge and spin) comes out at 199.4 kJ/mol. The total charge is 0. The spin multiplicity is 3. Its LUMO energy (alpha / beta) is -0.283 / -2.836 eV. The value obtained for the electronic energy is -1083.8112 hartree.

CARTESIAN COORDINATES (ANGSTROEM)
1 C 0.5531 0.4916 1.2413
2 C 0.8119 -0.0489 -0.9481
3 C 1.4921 0.5602 0.1061
4 N -0.0403 0.3825 2.2250
5 N -0.1254 -0.3020 -1.6423
6 S -2.7925 -1.9168 0.7367
7 Cl -2.7272 -0.3718 -0.4858
8 H 1.5671 1.5504 -0.2104
9 H 2.4449 0.1517 0.3207
10 H -1.1837 -0.4968 -1.3431

Record 8
The following is a DFT calculation (the ωB97M-V functional and the def2-TZVPD basis) of a cluster of 2 separate species, C3H3ClN2S2 in total.

The energy relative to the best compared isomer or geometry (same formula, charge and spin) comes out at 289.3 kJ/mol. The total charge is 0. As for the SMILES: [S-][N+]#CCl.CSC#N. Its LUMO energy is -0.406 eV. The value obtained for the electronic energy is -1482.0561 hartree.

CARTESIAN COORDINATES (ANGSTROEM)
1 S -1.1972 3.2949 0.3443
2 N -1.8534 1.8833 0.3180
3 C -2.0768 0.7027 0.2258
4 Cl -3.1420 -0.4500 0.4844
5 C 1.8146 -0.1523 -0.3717
6 S 1.2811 -1.6400 -1.2507
7 C 0.1011 -1.8851 -0.0884
8 N -0.6238 -1.7836 0.8043
9 H 2.8768 -0.2259 -0.1451
10 H 1.3847 -0.3085 0.6859
11 H 1.4349 0.5646 -1.0069

Record 9
The following is a DFT calculation (the ωB97M-V functional and the def2-TZVPD basis) of a cluster of 2 separate species, C3H3ClNO2 in total.

The energy relative to the best compared isomer or geometry (same formula, charge and spin) comes out at 490.3 kJ/mol. The total charge is -1. Its LUMO energy is 2.065 eV. The value obtained for the electronic energy is -781.4097 hartree.

CARTESIAN COORDINATES (ANGSTROEM)
1 C -0.2376 0.3731 0.3405
2 C 0.7468 1.2295 0.4800
3 C -1.0228 -0.6743 0.2832
4 N 1.8676 -0.4488 -0.8061
5 O 2.9537 -0.9881 -0.9151
6 O 1.9258 0.7322 0.0206
7 Cl -4.5319 -0.2868 -0.7530
8 H -1.9402 -0.7417 -0.2156
9 H 0.8582 2.3417 0.7383
10 H -0.6196 -1.5367 0.8272

Record 10
The following is a DFT calculation (the ωB97M-V functional and the def2-TZVPD basis) of an isolated molecule of C3H3ClO.

The energy relative to the best compared isomer or geometry (same formula, charge and spin) comes out at 27.2 kJ/mol. The total charge is 0. As for the SMILES: O=C/C=C\Cl. Its LUMO energy is -0.409 eV. The value obtained for the electronic energy is -651.4981 hartree.

CARTESIAN COORDINATES (ANGSTROEM)
1 O -1.5972 -1.2609 1.2727
2 C -1.1039 -0.4075 0.5411
3 C 0.3349 -0.3396 0.2908
4 C 0.9663 0.4605 -0.6537
5 Cl 0.1568 1.6765 -1.5125
6 H -1.7663 0.3445 0.0226
7 H 0.9972 -0.9488 0.9981
8 H 2.0122 0.4751 -0.9590

Record 11
The following is a DFT calculation (the ωB97M-V functional and the def2-TZVPD basis) of an isolated molecule of C3H3ClO2.

The energy relative to the best compared isomer or geometry (same formula, charge and spin) comes out at 41.6 kJ/mol. The total charge is 0. As for the SMILES: C=C(Cl)C(=O)O. Its LUMO energy is 0.213 eV. The value obtained for the electronic energy is -726.7641 hartree.

CARTESIAN COORDINATES (ANGSTROEM)
1 C 0.6266 1.1417 -0.0377
2 C 0.6640 -0.1715 -0.0174
3 Cl 2.0720 -1.0832 0.0788
4 C -0.6037 -1.0991 -0.0206
5 O -0.5422 -2.2690 -0.0605
6 O -1.8005 -0.4091 0.1672
7 H 1.5734 1.6285 -0.0091
8 H -0.3073 1.7034 -0.0280
9 H -1.6821 0.5583 -0.0727

Record 12
The following is a DFT calculation (the ωB97M-V functional and the def2-TZVPD basis) of an isolated molecule of C3H3ClO2.

The energy relative to the best compared isomer or geometry (same formula, charge and spin) comes out at 72.9 kJ/mol. The total charge is 0. As for the SMILES: CC(=O)C(=O)Cl. Its LUMO energy is 0.673 eV. The value obtained for the electronic energy is -726.7522 hartree.

CARTESIAN COORDINATES (ANGSTROEM)
1 C -1.1422 -0.2776 0.1287
2 C 0.1260 0.5266 0.3595
3 O 0.2582 1.5817 0.8684
4 C 1.3266 -0.0325 -0.3801
5 O 1.1490 0.2725 -1.4920
6 Cl 2.5930 -0.8649 0.4440
7 H -1.3628 -0.0087 -0.9831
8 H -1.9700 0.1972 0.7186
9 H -0.9778 -1.3942 0.3359

Record 13
The following is a DFT calculation (the ωB97M-V functional and the def2-TZVPD basis) of a cluster of 2 separate species, C3H3ClO2 in total.

The energy relative to the best compared isomer or geometry (same formula, charge and spin) comes out at 151.1 kJ/mol. The total charge is 0. As for the SMILES: C=C=O.O=CCl. Its LUMO energy is 0.683 eV. The value obtained for the electronic energy is -726.7224 hartree.

CARTESIAN COORDINATES (ANGSTROEM)
1 C 0.7572 0.5014 -0.9993
2 C 1.7053 1.2333 -0.5617
3 O 2.3602 1.9163 0.0798
4 H 0.8473 -0.4912 -0.7984
5 H 0.2120 0.7166 -1.9695
6 O -1.3379 2.1807 -0.0505
7 C -1.4501 1.0784 0.3443
8 Cl -2.7867 0.0636 -0.1832
9 H -0.8394 0.5941 1.1152

Record 14
The following is a DFT calculation (the ωB97M-V functional and the def2-TZVPD basis) of a cluster of 2 separate species, C3H3ClS in total.

The energy relative to the best compared isomer or geometry (same formula, charge and spin) comes out at 218.0 kJ/mol. The total charge is 0. As for the SMILES: C#CCl.C=S. Its LUMO energy is -0.334 eV. The value obtained for the electronic energy is -974.3606 hartree.

CARTESIAN COORDINATES (ANGSTROEM)
1 C -0.7671 1.1829 -0.8857
2 C -1.6811 0.5670 -0.4120
3 Cl -2.9365 -0.1692 0.3198
4 H 0.0441 1.6737 -1.3344
5 C 1.3765 -0.7172 0.6413
6 S 0.7779 -1.9417 -0.2122
7 H 1.0532 -0.5315 1.6551
8 H 2.1330 -0.0640 0.2280

Record 15
The following is a DFT calculation (the ωB97M-V functional and the def2-TZVPD basis) of a cluster of 2 separate species, C3H3ClS in total.

The energy relative to the best compared isomer or geometry (same formula, charge and spin) comes out at 159.8 kJ/mol. The total charge is 0. Its LUMO energy (alpha / beta) is -1.572 / -1.571 eV. The value obtained for the electronic energy is -974.3828 hartree.

CARTESIAN COORDINATES (ANGSTROEM)
1 C 0.3982 0.3582 -1.0874
2 C 0.1643 0.5135 0.2027
3 C 0.1118 -0.5799 1.1153
4 S 0.6224 -1.8855 1.8266
5 Cl -2.2341 -0.5435 0.5214
6 H 0.4766 1.2496 -1.6643
7 H 0.4336 -0.5967 -1.5322
8 H 0.0272 1.4843 0.6178

Record 16
The following is a DFT calculation (the ωB97M-V functional and the def2-TZVPD basis) of a structure of composition C3H3CrFO3.

The energy relative to the best compared isomer or geometry (same formula, charge and spin) comes out at 30.9 kJ/mol. The total charge is +1. The spin multiplicity is 6. Its LUMO energy (alpha / beta) is -6.120 / -5.959 eV. The value obtained for the electronic energy is -1485.7692 hartree.

CARTESIAN COORDINATES (ANGSTROEM)
1 C -1.4856 0.9222 -0.2368
2 C -1.8197 -0.4085 -0.7754
3 F -1.9407 1.1099 1.0263
4 H -1.4311 1.8133 -0.8670
5 H -1.5418 -0.5356 -1.8240
6 H -2.6682 -0.9234 -0.3231
7 O -0.4113 -1.4057 0.1922
8 C 0.5783 -0.6394 0.2684
9 O 1.7973 -0.9564 0.1294
10 O 0.3543 0.6619 -0.0717
11 Cr 2.2889 0.8927 -0.2071

Record 17
The following is a DFT calculation (the ωB97M-V functional and the def2-TZVPD basis) of a structure of composition C3H3CrO2.

The energy relative to the best compared isomer or geometry (same formula, charge and spin) comes out at 468.0 kJ/mol. The total charge is +1. The spin multiplicity is 5. Its LUMO energy (alpha / beta) is -6.648 / -5.552 eV. The value obtained for the electronic energy is -1310.5388 hartree.

CARTESIAN COORDINATES (ANGSTROEM)
1 O -1.2564 -0.9509 0.9666
2 O -0.6293 1.0850 0.8327
3 C -1.5232 -0.5200 -0.3187
4 C -0.7396 0.6269 -0.5063
5 C -0.4002 -0.0507 1.5699
6 H -2.3591 -0.9490 -0.8597
7 H 1.0356 0.2378 -0.4773
8 Cr 2.0581 -0.2498 0.9030
9 H -1.0285 1.4215 -1.1991

Record 18
The following is a DFT calculation (the ωB97M-V functional and the def2-TZVPD basis) of a structure of composition C3H3CuFO3.

The energy relative to the best compared isomer or geometry (same formula, charge and spin) comes out at 6.8 kJ/mol. The total charge is 0. The spin multiplicity is 2. Its LUMO energy (alpha / beta) is -1.082 / -1.294 eV. The value obtained for the electronic energy is -2082.0633 hartree.

CARTESIAN COORDINATES (ANGSTROEM)
1 H 2.3926 -1.3357 -0.0946
2 O 1.3733 0.4528 -0.1644
3 O -0.8093 -0.9926 -1.0276
4 O -1.9901 0.8764 -0.6744
5 C 1.4904 -0.7920 -0.4313
6 C 0.2171 -1.6152 -0.2426
7 C -1.6519 -0.2269 -0.3605
8 F 1.6995 -0.9347 -2.0262
9 H 0.3061 -2.6423 -0.6051
10 H -0.0646 -1.6121 0.8199
11 Cu 0.8740 1.0684 -2.1645

Record 19
The following is a DFT calculation (the ωB97M-V functional and the def2-TZVPD basis) of a structure of composition C3H3CuLiO3.

The energy relative to the best compared isomer or geometry (same formula, charge and spin) comes out at 407.1 kJ/mol. The total charge is +2. The spin multiplicity is 2. Its LUMO energy (alpha / beta) is -9.389 / -10.219 eV. The value obtained for the electronic energy is -1989.0432 hartree.

CARTESIAN COORDINATES (ANGSTROEM)
1 H 3.0374 2.3902 -0.9435
2 C 1.0604 1.7029 -0.7372
3 C 0.3728 0.8678 -1.7499
4 O -0.0657 -0.3085 -1.0194
5 C 0.1804 -0.1148 0.2251
6 O 0.7715 1.0977 0.4327
7 O -0.0995 -0.8413 1.1586
8 Cu -0.7839 -2.3167 1.5880
9 H 1.0551 0.5623 -2.5572
10 H -0.5089 1.3679 -2.1784
11 Li 1.7903 3.7642 -0.7957

Record 20
The following is a DFT calculation (the ωB97M-V functional and the def2-TZVPD basis) of an isolated molecule of C3H3F.

The energy relative to the best compared isomer or geometry (same formula, charge and spin) comes out at 163.9 kJ/mol. The total charge is 0. Its LUMO energy is -0.920 eV. The value obtained for the electronic energy is -215.8199 hartree.

CARTESIAN COORDINATES (ANGSTROEM)
1 C 0.0704 -0.5972 0.1036
2 C 1.5139 -0.6653 -0.1978
3 C -0.7797 0.4882 -0.0452
4 F 2.0527 0.5270 0.0565
5 H -0.5283 -1.5412 0.3213
6 H -1.8618 0.2601 -0.2429
7 H -0.4672 1.5285 0.0046